Molecular formula: C27H76N6O8
Method: DFT, ωB97M-V/def2-TZVPD

- Largest force on an atom: 4.34 eV Å⁻¹
- Relative energy (zero: lowest compared OMol25 entry of this formula, charge and spin): 189.5 kJ/mol
- SMILES: COC[C@H](C)N.COC[C@H](C)N.COC[C@H](C)N.COC[C@H](C)N.COC[C@H](C)N.COC[C@H](C)N.CCO.CO
- HOMO energy: -9.126 eV
- HOMO-LUMO gap: 9.77 eV
- DFT total energy: -2004.5343 Ha

Geometry as XYZ:
```
117
Properties=species:S:1:pos:R:3:forces:R:3:lowdin_charge:R:1
C -2.426031 -8.678547 2.564554 -0.5 0.5 -0.8 -0.122
O -1.859051 -7.432744 2.912336 0.3 0.4 0.4 -0.240
C -2.720256 -6.298070 3.121108 1.1 -0.3 -1.5 -0.183
C -1.772970 -5.086476 3.512200 -0.6 -1.3 -0.2 -0.397
C -1.044545 -5.426244 4.846919 1.3 0.7 -1.5 -0.056
N -2.730567 -3.995992 3.617223 0.5 -0.4 -0.9 0.036
H -2.859534 -9.164980 3.473193 -0.2 0.2 -0.9 0.093
H -1.633596 -9.330428 2.146576 -0.2 0.4 0.5 0.085
H -3.126657 -8.498906 1.682998 0.2 -0.6 1.3 0.099
H -3.277611 -6.094516 2.126230 0.7 -0.1 1.6 0.136
H -3.442437 -6.483623 3.947637 0.3 0.1 -0.4 0.124
H -1.054378 -4.868064 2.694397 -0.5 -0.3 0.4 0.139
H -0.287645 -6.231001 4.803233 -0.6 0.2 -0.3 0.082
H -1.796930 -5.664049 5.536747 -1.0 -0.5 1.3 0.049
H -0.498384 -4.553114 5.219629 -0.2 0.1 -0.1 0.073
H -3.414607 -4.277736 4.275220 -0.8 0.1 0.8 0.060
H -2.326565 -3.129389 3.892594 0.4 0.8 0.3 0.058
C 1.590082 6.112795 0.170187 0.0 0.5 0.7 -0.114
O 0.614373 5.637108 1.059474 -0.1 -0.5 0.3 -0.186
C 0.939248 4.389254 1.672706 3.7 1.1 -0.5 -0.243
C -0.257108 3.857778 2.273666 -2.8 -2.6 2.0 -0.409
C -0.195866 2.513357 3.144192 1.2 1.0 -0.9 -0.044
N -1.284931 3.501324 1.284210 -0.3 2.2 -0.7 0.048
H 1.688551 5.473418 -0.684490 0.0 -0.4 -0.7 0.074
H 2.593166 6.261785 0.587100 0.0 -0.3 0.5 0.087
H 1.241064 7.099440 -0.077289 -0.1 0.4 -0.6 0.085
H 1.440904 3.736470 0.926883 -0.6 -0.1 0.1 0.130
H 1.763929 4.609895 2.417194 -0.8 -0.3 -0.3 0.139
H -0.609514 4.620229 2.989935 -0.3 -0.1 -0.5 0.145
H 0.406933 2.644495 4.041278 0.5 -0.2 -0.2 0.062
H 0.183883 1.697123 2.486938 0.0 0.4 0.6 0.070
H -1.164394 2.224599 3.536443 -0.4 0.3 -0.4 0.060
H -1.306308 4.240462 0.548404 -0.2 -0.5 0.9 0.092
H -0.966600 2.710984 0.764029 0.4 -0.9 -0.3 0.029
C 5.184816 3.424684 3.054814 -1.0 1.5 -0.9 -0.144
O 4.868018 2.174277 3.486618 0.8 -2.3 0.3 -0.170
C 3.570249 1.759832 3.145851 0.1 -0.9 0.2 -0.206
C 3.414354 0.201044 3.120091 1.2 1.2 -0.8 -0.364
C 3.850189 -0.547572 4.420914 -1.5 -0.3 -0.3 -0.056
N 4.275840 -0.304025 2.025401 -1.8 -0.6 0.2 0.048
H 6.209461 3.713137 3.127003 0.9 -0.5 0.3 0.083
H 4.633391 4.115978 3.650076 -0.5 1.1 0.5 0.077
H 4.870741 3.622773 2.019585 0.1 -0.2 -0.1 0.091
H 2.867978 2.204433 3.832402 -0.6 0.3 0.3 0.108
H 3.357631 2.117300 2.133755 -0.3 0.0 -0.1 0.112
H 2.358810 0.088839 2.783414 0.4 -0.4 0.8 0.121
H 4.881367 -0.401568 4.732503 0.0 0.8 -0.2 0.073
H 3.809931 -1.656624 4.318068 -0.5 0.7 -0.3 0.083
H 3.145017 -0.267002 5.217785 0.5 -0.2 0.0 0.077
H 4.797578 0.378585 1.542284 0.3 1.3 -0.6 0.052
H 4.949660 -0.788308 2.526670 1.8 -1.5 0.5 0.022
C -3.520398 -2.925258 -0.291638 0.2 -0.7 1.4 -0.066
O -3.118074 -1.888834 0.571226 0.2 0.7 -0.1 -0.282
C -4.014479 -1.578070 1.609599 -1.7 -0.5 -0.5 -0.217
C -3.499896 -0.342225 2.278779 0.6 1.1 0.9 -0.405
C -3.692323 0.892695 1.381934 0.0 -0.2 0.2 -0.052
N -2.064226 -0.590351 2.609714 0.0 1.2 -0.2 0.064
H -2.538290 -3.160965 -0.700658 -0.6 -0.6 -0.9 0.071
H -4.254035 -2.502068 -0.988331 0.2 -0.7 -0.1 0.089
H -3.897926 -3.816913 0.334847 0.3 1.2 -1.1 0.117
H -5.038993 -1.309002 1.210671 0.8 -0.5 0.1 0.144
H -4.086688 -2.520234 2.179302 -0.1 0.7 0.5 0.103
H -4.043109 -0.111071 3.202885 0.0 -0.5 0.0 0.132
H -3.255183 0.649122 0.406341 -0.3 0.4 0.0 0.056
H -3.153931 1.728041 1.823414 0.2 0.1 -0.1 0.047
H -4.746850 1.233623 1.319633 0.5 -0.5 -0.2 0.091
H -1.806024 -1.210914 1.858290 0.7 -0.2 0.0 0.021
H -1.485975 0.283495 2.486516 -1.0 -1.3 0.2 0.055
C 4.695342 5.271121 -4.153529 -0.1 -1.1 -0.8 -0.083
O 3.845872 4.173742 -4.478805 1.2 0.3 0.7 -0.197
C 2.666035 4.600195 -5.033950 -1.3 -0.2 -0.8 -0.250
C 1.639975 3.439940 -4.989580 2.2 1.1 0.7 -0.473
C 2.289520 2.193598 -5.567795 0.1 -0.7 0.6 -0.050
N 0.449835 3.936406 -5.609973 -0.3 -0.4 -1.7 0.037
H 4.139829 5.981566 -3.569139 -0.1 0.7 0.1 0.079
H 5.203988 5.687845 -5.037304 -0.5 0.2 0.1 0.097
H 5.457453 4.832824 -3.565647 0.9 -0.2 0.8 0.072
H 2.246719 5.451636 -4.471484 0.0 0.0 -0.3 0.124
H 2.847997 4.892880 -6.098651 -0.3 0.1 0.4 0.138
H 1.432467 3.292919 -3.941293 -0.1 -0.1 0.2 0.088
H 2.217107 2.317555 -6.634411 0.6 -0.2 -0.7 0.067
H 1.704880 1.307765 -5.330096 -0.3 -0.1 0.0 0.062
H 3.325179 1.954263 -5.183505 -1.1 0.7 -0.6 0.102
H 0.657647 4.039947 -6.637074 -0.5 -0.1 1.2 0.097
H -0.235130 3.189709 -5.530255 -0.3 0.2 -0.2 0.071
C -3.761287 0.007879 -2.370662 -0.4 -0.9 2.0 -0.118
O -3.403890 -1.193044 -2.957901 -0.3 -0.5 -0.3 -0.160
C -2.224600 -0.975807 -3.647264 0.9 1.0 -0.3 -0.247
C -1.768256 -2.182047 -4.418181 1.0 -0.5 1.1 -0.425
C -1.110172 -3.251013 -3.505239 0.0 -0.4 -2.1 -0.028
N -0.829672 -1.697340 -5.404310 0.0 0.7 -2.2 0.014
H -3.996486 0.782368 -3.032671 -0.2 1.2 -1.5 0.078
H -3.009972 0.358809 -1.664512 0.4 0.1 0.0 0.077
H -4.635173 -0.206382 -1.789226 -0.7 0.1 0.4 0.088
H -2.382601 -0.169414 -4.389687 0.0 0.0 0.2 0.126
H -1.468234 -0.602723 -2.909141 -0.1 -0.4 -0.8 0.117
H -2.621575 -2.608539 -4.936625 -0.5 -0.4 0.3 0.137
H -1.860299 -3.665863 -2.894149 -1.0 -0.6 0.8 0.048
H -0.267711 -3.020091 -2.877362 0.2 0.9 0.0 0.050
H -0.758400 -4.047940 -4.184017 -0.2 0.0 0.3 0.081
H -0.381117 -2.445528 -5.940400 -0.1 0.0 0.6 0.073
H -1.394504 -1.240892 -6.163354 0.8 -0.2 1.0 0.094
C 1.630186 -2.218054 -0.667992 -0.3 -0.7 1.5 -0.068
C 0.277092 -2.067260 0.091868 -0.5 -1.3 -1.9 -0.222
O -0.579101 -1.226840 -0.769312 0.9 -0.6 0.8 -0.143
H 1.588486 -2.741335 -1.627706 -0.4 0.0 0.3 0.063
H 2.409463 -2.695057 -0.029188 -0.7 0.1 -0.4 0.085
H 1.986451 -1.236418 -0.839987 0.5 1.1 -0.3 0.048
H 0.387050 -1.578630 1.076800 0.0 -0.5 -0.4 0.107
H -0.256360 -3.099622 0.127326 0.9 1.6 0.5 0.132
H -1.427589 -1.198640 -0.320586 -0.7 0.0 0.1 0.040
C 0.484204 1.683775 -2.268988 -1.5 0.1 -0.9 -0.167
O 0.094797 1.421132 -0.959913 0.8 1.1 0.9 -0.121
H 1.089256 0.948871 -2.787208 0.7 -0.4 0.5 0.081
H -0.447820 1.657048 -2.879991 0.5 0.8 -0.1 0.088
H 0.971359 2.646140 -2.256442 0.0 0.2 -0.3 0.062
H -0.152537 0.515111 -0.914955 -0.4 -1.7 0.3 -0.003
```
Forces are in eV/Å.